[1]
# S2

2 unconnected molecules or ions with the total composition S2 at a distorted geometry (ωB97M-V with the def2-TZVPD basis set, the OMol25 dataset).

Frontier orbital gap ... 0.1899 Ha
Energy ... -21663.729 eV
Energy above the lowest of the compared OMol25 structures with the same formula, charge and spin ... 121.49 kcal/mol
E_LUMO ... -4.771 eV

CARTESIAN COORDINATES (ANGSTROEM)
S  0.55  1.30  0.46
S  -0.55  -1.30  -0.46

***

[2]
# C69H161N23O23

23 unconnected molecules or ions with the total composition C69H161N23O23 at a distorted geometry (ωB97M-V with the def2-TZVPD basis set, the OMol25 dataset).

Frontier orbital gap ... 0.2947 Ha
Energy ... -155533.397 eV
Energy above the lowest of the compared OMol25 structures with the same formula, charge and spin ... 206.87 kcal/mol
E_LUMO ... -0.340 eV

CARTESIAN COORDINATES (ANGSTROEM)
C  -0.25  1.40  1.33
C  -0.43  0.27  0.31
O  -1.50  0.03  -0.11
N  0.65  -0.42  -0.09
C  0.59  -1.38  -1.23
H  -0.79  1.49  2.28
H  -0.61  2.28  0.79
H  0.76  1.60  1.67
H  1.54  -0.45  0.39
H  1.01  -0.90  -2.11
H  -0.42  -1.69  -1.51
H  1.12  -2.31  -1.07
C  -2.67  -1.41  3.12
C  -2.33  -1.87  4.56
O  -1.30  -2.52  4.84
N  -3.14  -1.31  5.47
C  -3.03  -1.65  6.92
H  -3.74  -1.43  2.91
H  -2.07  -2.03  2.46
H  -2.38  -0.36  3.01
H  -4.09  -1.07  5.20
H  -3.37  -0.88  7.61
H  -1.98  -1.57  7.19
H  -3.44  -2.56  7.37
C  4.00  -2.68  -2.65
C  3.20  -3.08  -3.84
O  2.79  -4.29  -3.83
N  2.92  -2.17  -4.73
C  2.41  -2.34  -6.09
H  5.05  -2.93  -2.81
H  3.68  -3.28  -1.80
H  3.81  -1.67  -2.27
H  3.45  -1.33  -4.60
H  1.91  -1.38  -6.26
H  1.83  -3.25  -6.24
H  3.15  -2.35  -6.89
C  -1.45  1.65  -6.25
C  -2.29  1.10  -7.46
O  -1.91  1.31  -8.59
N  -3.42  0.59  -7.15
C  -4.40  -0.12  -8.05
H  -0.72  0.95  -5.86
H  -2.22  1.93  -5.53
H  -0.78  2.47  -6.51
H  -3.65  0.44  -6.18
H  -4.43  -1.18  -7.79
H  -4.08  -0.05  -9.09
H  -5.35  0.31  -7.74
C  -5.62  -4.29  -2.59
C  -5.17  -3.57  -1.32
O  -5.10  -2.34  -1.30
N  -4.60  -4.25  -0.36
C  -3.88  -3.63  0.74
H  -5.19  -5.29  -2.63
H  -5.45  -3.79  -3.55
H  -6.66  -4.58  -2.74
H  -4.50  -5.26  -0.33
H  -4.23  -3.78  1.76
H  -3.73  -2.56  0.56
H  -2.88  -4.02  0.94
C  -2.97  -1.56  -3.48
C  -3.36  -0.16  -3.37
O  -4.03  0.35  -4.27
N  -2.95  0.62  -2.30
C  -3.15  2.04  -2.18
H  -2.09  -1.74  -4.09
H  -3.72  -2.07  -4.08
H  -2.81  -2.03  -2.51
H  -2.38  0.20  -1.58
H  -3.52  2.62  -3.01
H  -2.15  2.40  -1.94
H  -3.91  2.23  -1.42
C  -0.07  -5.01  -4.11
C  -1.45  -5.57  -4.05
O  -2.40  -4.82  -3.85
N  -1.63  -6.80  -4.52
C  -2.97  -7.38  -4.43
H  -0.07  -4.00  -4.52
H  0.70  -5.67  -4.52
H  0.30  -4.79  -3.11
H  -0.85  -7.44  -4.55
H  -3.28  -7.53  -3.40
H  -3.03  -8.41  -4.79
H  -3.77  -6.76  -4.83
C  1.47  -1.81  2.62
C  2.51  -2.45  1.73
O  3.09  -1.65  0.94
N  2.73  -3.75  1.77
C  2.02  -4.77  2.38
H  1.76  -0.78  2.82
H  1.39  -2.22  3.63
H  0.52  -1.91  2.11
H  3.34  -4.06  1.03
H  2.14  -4.82  3.46
H  2.27  -5.73  1.95
H  0.95  -4.60  2.21
C  4.99  0.72  2.27
C  4.89  1.40  0.98
O  5.53  2.45  0.80
N  3.93  0.93  0.16
C  3.44  1.58  -1.06
H  4.08  0.80  2.87
H  5.77  1.04  2.96
H  5.11  -0.32  1.95
H  3.40  0.14  0.49
H  4.06  2.45  -1.28
H  2.44  2.01  -1.09
H  3.30  0.83  -1.83
C  6.08  -6.66  -0.25
C  5.05  -5.76  -0.94
O  4.18  -5.28  -0.29
N  4.88  -5.68  -2.28
C  5.91  -6.09  -3.34
H  5.66  -7.66  -0.18
H  6.58  -6.46  0.70
H  6.83  -6.72  -1.04
H  4.02  -5.20  -2.50
H  5.57  -5.81  -4.34
H  6.36  -7.08  -3.45
H  6.74  -5.41  -3.14
C  4.41  5.48  0.13
C  5.19  5.95  1.36
O  5.26  7.15  1.62
N  5.74  4.98  2.03
C  6.54  5.16  3.31
H  3.41  5.32  0.54
H  4.77  4.63  -0.44
H  4.35  6.31  -0.57
H  5.79  4.01  1.75
H  6.58  4.26  3.91
H  6.24  5.92  4.03
H  7.55  5.47  3.03
C  -7.96  -0.46  -1.54
C  -7.61  0.26  -0.20
O  -8.54  0.79  0.41
N  -6.39  0.23  0.23
C  -5.81  0.84  1.41
H  -8.55  -1.36  -1.37
H  -7.02  -0.80  -1.98
H  -8.46  0.17  -2.27
H  -5.82  -0.38  -0.34
H  -4.73  0.96  1.29
H  -5.72  0.09  2.20
H  -6.23  1.73  1.87
C  6.43  -2.47  0.46
C  7.87  -2.09  0.07
O  8.59  -1.64  0.97
N  8.37  -2.37  -1.17
C  9.76  -2.22  -1.46
H  5.89  -3.02  -0.30
H  5.80  -1.58  0.44
H  6.33  -2.92  1.44
H  7.79  -2.75  -1.90
H  10.20  -1.51  -0.77
H  9.96  -2.06  -2.52
H  10.34  -3.10  -1.17
C  1.76  3.77  3.14
C  0.96  3.74  4.36
O  -0.04  3.08  4.46
N  1.25  4.57  5.36
C  2.24  5.67  5.41
H  2.15  2.77  2.94
H  2.65  4.39  3.26
H  1.08  4.04  2.33
H  0.63  4.41  6.15
H  2.29  6.15  6.39
H  1.89  6.33  4.62
H  3.24  5.39  5.09
C  4.92  2.81  -4.54
C  3.77  2.59  -5.43
O  3.16  1.56  -5.40
N  3.49  3.64  -6.21
C  2.41  3.85  -7.18
H  5.25  3.82  -4.32
H  5.64  2.24  -5.13
H  4.65  2.27  -3.63
H  4.24  4.31  -6.13
H  1.60  3.12  -7.09
H  2.56  3.94  -8.26
H  2.08  4.84  -6.86
C  1.02  3.24  -3.29
C  0.88  4.35  -2.24
O  1.74  4.56  -1.44
N  -0.10  5.17  -2.61
C  -0.50  6.20  -1.74
H  0.02  2.93  -3.58
H  1.33  2.32  -2.78
H  1.70  3.54  -4.08
H  -0.64  4.89  -3.41
H  -0.61  5.89  -0.70
H  -1.43  6.59  -2.16
H  0.29  6.94  -1.76
C  -5.94  3.49  7.43
C  -4.72  3.47  6.54
O  -4.83  3.64  5.37
N  -3.56  3.39  7.14
C  -2.35  3.18  6.38
H  -6.55  2.64  7.14
H  -6.52  4.40  7.28
H  -5.80  3.50  8.52
H  -3.49  3.63  8.12
H  -2.36  2.60  5.45
H  -1.57  2.77  7.02
H  -2.01  4.21  6.21
C  -2.21  6.26  3.52
C  -2.67  6.13  2.11
O  -2.58  7.08  1.36
N  -3.20  4.95  1.73
C  -3.52  3.87  2.70
H  -3.12  6.19  4.13
H  -1.82  7.27  3.65
H  -1.44  5.55  3.81
H  -3.39  4.73  0.76
H  -4.55  3.58  2.92
H  -2.85  3.88  3.57
H  -3.19  2.98  2.16
C  -1.09  -6.20  -0.12
C  -1.43  -7.12  0.99
O  -1.73  -6.59  2.01
N  -1.49  -8.42  0.72
C  -2.06  -9.39  1.62
H  -1.62  -6.42  -1.05
H  -0.03  -6.31  -0.32
H  -1.46  -5.20  0.10
H  -0.91  -8.68  -0.06
H  -1.51  -10.29  1.37
H  -3.14  -9.45  1.44
H  -1.87  -9.23  2.68
C  -0.29  -10.90  -1.44
C  0.16  -9.54  -1.97
O  -0.75  -8.87  -2.51
N  1.40  -9.20  -1.79
C  1.91  -7.83  -1.88
H  -0.92  -10.81  -0.56
H  0.64  -11.43  -1.21
H  -0.82  -11.50  -2.18
H  2.00  -9.89  -1.36
H  2.62  -7.67  -1.07
H  1.19  -7.01  -1.97
H  2.51  -7.85  -2.79
C  0.63  -0.34  10.21
C  0.34  0.29  8.83
O  -0.17  1.40  8.81
N  0.73  -0.46  7.83
C  0.64  -0.03  6.42
H  1.13  0.44  10.78
H  1.28  -1.21  10.08
H  -0.27  -0.71  10.69
H  1.34  -1.24  7.99
H  1.58  -0.17  5.90
H  0.35  1.02  6.32
H  -0.09  -0.65  5.90
C  -1.46  10.30  0.24
C  -0.18  9.83  0.93
O  0.78  10.60  1.12
N  -0.25  8.57  1.49
C  0.87  7.76  2.08
H  -1.56  11.38  0.24
H  -2.38  10.04  0.76
H  -1.43  9.96  -0.79
H  -1.13  8.10  1.34
H  1.68  7.58  1.37
H  0.50  6.82  2.47
H  1.26  8.21  3.00
C  -6.11  4.67  -0.65
C  -4.88  5.06  -1.58
O  -3.71  5.06  -1.14
N  -5.26  5.53  -2.75
C  -4.20  5.87  -3.69
H  -5.75  4.84  0.37
H  -6.39  3.62  -0.64
H  -6.91  5.35  -0.95
H  -6.16  5.17  -3.04
H  -3.18  5.97  -3.31
H  -4.42  6.87  -4.06
H  -4.24  5.08  -4.43

***

[3]
# C4H6S

C4H6S in the gas phase at a distorted geometry (ωB97M-V with the def2-TZVPD basis set, the OMol25 dataset).

Frontier orbital gap ... 0.3532 Ha
Energy ... -15078.815 eV
Energy above the lowest of the compared OMol25 structures with the same formula, charge and spin ... 22.55 kcal/mol
E_LUMO ... 0.843 eV
SMILES string ... C=C[C@@H]1CS1

CARTESIAN COORDINATES (ANGSTROEM)
C  0.32  1.45  1.90
C  0.81  0.86  0.82
C  0.21  -0.40  0.36
C  0.54  -1.27  -0.76
H  0.48  2.50  2.08
H  -0.46  1.03  2.58
H  1.66  1.35  0.35
H  -0.36  -0.91  1.18
H  1.35  -1.02  -1.37
H  0.42  -2.32  -0.56
S  -0.90  -0.27  -1.13

***

[4]
# C7H15NO2

2 unconnected molecules or ions with the total composition C7H15NO2 at a distorted geometry (ωB97M-V with the def2-TZVPD basis set, the OMol25 dataset).

Frontier orbital gap (alpha / beta) ... 0.3396 / 0.2826 Ha
Energy ... -13080.684 eV
Energy above the lowest of the compared OMol25 structures with the same formula, charge and spin ... 175.20 kcal/mol
E_LUMO (alpha / beta) ... 0.336 / -0.044 eV

CARTESIAN COORDINATES (ANGSTROEM)
C  -0.85  -0.94  0.01
C  -0.17  0.15  -0.18
C  -2.08  -0.95  0.87
C  -0.55  -2.14  -0.93
C  2.69  -0.45  0.87
C  2.09  0.85  0.44
C  1.04  0.71  -0.69
N  -2.33  2.26  -0.22
O  0.75  2.05  -1.13
O  -1.46  1.81  0.60
H  -2.35  -1.85  1.33
H  -1.82  -0.12  1.63
H  -2.92  -0.59  0.27
H  0.05  -2.90  -0.33
H  -0.01  -1.70  -1.82
H  -1.62  -2.67  -1.16
H  2.83  -1.30  0.11
H  3.80  -0.42  1.13
H  2.08  -0.93  1.61
H  2.84  1.56  0.03
H  1.56  1.29  1.28
H  1.52  0.08  -1.61
H  -3.15  1.64  -0.17
H  -1.85  2.36  -1.13
H  -0.12  2.19  -0.84

***

[5]
# C3H6NO2

2 unconnected molecules or ions with the total composition C3H6NO2 at a distorted geometry (ωB97M-V with the def2-TZVPD basis set, the OMol25 dataset).

Frontier orbital gap ... 0.3075 Ha
Energy ... -8794.158 eV
Energy above the lowest of the compared OMol25 structures with the same formula, charge and spin ... 24.43 kcal/mol
E_LUMO ... 4.185 eV
Total charge ... -1

CARTESIAN COORDINATES (ANGSTROEM)
C  -1.49  -1.04  1.73
C  -1.14  -0.16  0.82
N  0.12  0.50  0.78
H  -0.82  -1.33  2.53
H  -2.45  -1.52  1.68
H  -1.86  0.12  0.05
H  0.75  0.03  0.13
H  -0.01  1.47  0.55
O  1.72  1.62  -1.57
C  1.73  0.46  -2.05
O  1.51  -0.62  -1.50
H  1.94  0.48  -3.16

***

[6]
# C10H22Si2

C10H22Si2 in the gas phase at a distorted geometry (ωB97M-V with the def2-TZVPD basis set, the OMol25 dataset).

Frontier orbital gap ... 0.3630 Ha
Energy ... -26480.387 eV
Energy above the lowest of the compared OMol25 structures with the same formula, charge and spin ... 15.81 kcal/mol
E_LUMO ... 0.808 eV
SMILES string ... C=C(C(=C)[Si](C)(C)C)[Si](C)(C)C

CARTESIAN COORDINATES (ANGSTROEM)
C  0.38  1.52  -1.67
C  -0.32  -1.80  -1.15
C  0.61  0.42  -0.99
C  -0.49  -0.53  -0.73
C  3.20  1.64  0.36
C  3.26  -1.20  -0.97
C  1.61  -0.53  1.76
C  -3.18  -1.51  -0.16
C  -2.84  1.64  -0.56
C  -2.03  0.37  1.98
Si  2.16  0.01  0.02
Si  -2.12  -0.02  0.13
H  1.09  2.01  -2.24
H  -0.56  1.67  -2.13
H  -1.07  -2.60  -0.96
H  0.45  -2.29  -1.73
H  3.82  1.63  1.24
H  3.71  1.82  -0.49
H  2.57  2.49  0.57
H  4.21  -0.79  -1.07
H  3.35  -2.22  -0.71
H  2.76  -1.20  -2.03
H  2.46  -0.94  2.46
H  1.29  0.33  2.46
H  0.81  -1.26  1.71
H  -4.23  -1.63  0.28
H  -3.31  -1.96  -1.28
H  -2.70  -2.31  0.47
H  -2.77  1.75  -1.60
H  -4.03  1.65  -0.35
H  -2.32  2.53  0.01
H  -2.96  0.25  2.48
H  -1.32  -0.30  2.54
H  -1.49  1.36  2.35

***

[7]
# C3H3F2N3

C3H3F2N3 in the gas phase at a distorted geometry (ωB97M-V with the def2-TZVPD basis set, the OMol25 dataset).

Frontier orbital gap ... 0.4101 Ha
Energy ... -13063.408 eV
Energy above the lowest of the compared OMol25 structures with the same formula, charge and spin ... 0.00 kcal/mol
E_LUMO ... 0.539 eV
SMILES string ... [H]/N=C(\F)[C@H](F)NC#N

CARTESIAN COORDINATES (ANGSTROEM)
C  -2.28  0.28  0.07
C  1.32  0.10  0.00
C  -0.04  -0.57  0.05
N  -3.33  0.29  0.55
N  2.09  -0.11  0.94
N  -1.00  0.49  -0.21
F  1.48  0.74  -1.22
F  -0.12  -1.50  -0.98
H  -0.12  -1.00  0.95
H  3.00  0.30  0.91
H  -1.00  0.99  -1.07

***

[8]
# C4H8N2

2 unconnected molecules or ions with the total composition C4H8N2 at a distorted geometry (ωB97M-V with the def2-TZVPD basis set, the OMol25 dataset).

Frontier orbital gap ... 0.3563 Ha
Energy ... -7253.318 eV
Energy above the lowest of the compared OMol25 structures with the same formula, charge and spin ... 105.10 kcal/mol
E_LUMO ... 0.809 eV
SMILES string ... C#CNC.C=N

CARTESIAN COORDINATES (ANGSTROEM)
C  2.23  0.08  -0.08
N  0.87  0.11  0.44
H  0.85  0.06  1.45
H  -0.71  1.31  0.06
H  2.20  0.16  -1.17
H  2.78  0.94  0.32
H  2.77  -0.84  0.19
C  -1.83  1.11  -0.22
N  -2.76  0.50  0.38
C  -0.05  -0.73  -0.16
C  -0.51  -1.83  -0.44
H  -2.46  -0.38  0.80
H  -2.14  1.99  -0.78
H  -1.24  -2.51  -0.78